No. 1
DFT (the ωB97M-V functional and the def2-TZVPD basis) results for a molecular structure, C35H48BrFeNO4S4SbSe.

Computed properties:
Molar mass (g mol⁻¹): 1011.51
LUMO level (alpha / beta) (eV): 3.57 / 3.31
Net charge: -2
<S²>: 9.0996
Highest occupied orbital energy (alpha / beta) (eV): 0.65 / -0.94
Relative energy (zero: lowest compared OMol25 entry of this formula, charge and spin) (eV): 4.567
Frontier orbital gap (alpha / beta) (eV): 2.91 / 4.26
2S+1: 6

Element x y z (Å)
1 Fe 0.29031 -0.62753 -0.71150
2 S 1.44014 -2.20665 3.86287
3 S -0.36175 -1.59074 3.54167
4 S -1.25046 -2.04358 1.62585
5 S -1.82424 -0.54102 0.36870
6 C 1.86818 2.00056 -3.76375
7 C 1.52217 1.40519 -2.43571
8 O 0.61357 0.51431 -2.33966
9 C 2.29969 1.92095 -1.33949
10 C 3.38199 2.80672 -1.56290
11 C 4.21295 3.19766 -0.53512
12 C 3.95638 2.90349 0.76676
13 C 2.92782 1.97351 1.08670
14 C 2.14233 1.46096 0.05499
15 O 1.13058 0.70385 0.44367
16 H 1.23190 1.60922 -4.57655
17 H 2.92645 1.73953 -4.05941
18 H 1.93042 3.12307 -3.73786
19 H 3.54347 3.25690 -2.56755
20 H 5.01261 3.85481 -0.76233
21 H 4.55745 3.41227 1.54768
22 H 2.64448 1.78899 2.14076
23 Br 1.02999 -6.37743 -6.76985
24 C 0.43357 -4.81097 -5.90691
25 C -0.78372 -4.20823 -6.25863
26 N -1.32185 -3.23615 -5.50814
27 C -0.75215 -2.84664 -4.36136
28 C 0.49801 -3.37422 -3.94757
29 C 1.06018 -4.42167 -4.68751
30 C 1.13386 -2.90881 -2.66278
31 O 2.31148 -3.19055 -2.50471
32 O 0.42873 -2.24747 -1.74326
33 H -1.34690 -4.44480 -7.14897
34 H -1.36380 -2.12762 -3.81056
35 H 2.05268 -4.85235 -4.43992
36 C -5.54766 -0.31941 -0.16071
37 C -5.46327 0.67921 1.03791
38 C -5.38238 0.00811 2.37165
39 C -6.54969 1.79394 0.93728
40 Sb -3.47168 1.86362 0.81570
41 C -3.47536 3.22153 -1.08184
42 C -4.57700 4.23740 -0.70967
43 C -3.84006 2.42652 -2.37674
44 C -2.05508 3.78395 -1.22821
45 C -2.68066 2.95742 2.67598
46 C -1.98235 1.77033 3.38032
47 C -3.92630 3.44083 3.44059
48 C -1.77947 4.07983 2.21314
49 H -6.60153 -0.78759 -0.18366
50 H -4.79697 -1.13144 -0.07260
51 H -5.44464 0.19494 -1.15675
52 H -6.38617 -0.44406 2.52079
53 H -5.26982 0.78785 3.19213
54 H -4.60242 -0.75648 2.38063
55 H -7.55510 1.36889 1.06027
56 H -6.53031 2.29567 -0.05722
57 H -6.36049 2.56698 1.69621
58 H -5.54781 3.80811 -0.46193
59 H -4.66751 4.87747 -1.59025
60 H -4.31312 4.91924 0.11705
61 H -4.87958 1.96662 -2.33809
62 H -3.14470 1.59194 -2.53853
63 H -3.86638 3.20689 -3.21337
64 H -1.81372 4.42241 -0.33908
65 H -2.01992 4.45440 -2.13684
66 H -1.27997 3.00938 -1.31221
67 H -2.69938 1.00004 3.66892
68 H -1.53128 2.23331 4.30065
69 H -1.14121 1.31821 2.78510
70 H -4.79903 2.80820 3.36729
71 H -4.27768 4.48652 3.19325
72 H -3.61342 3.38587 4.50116
73 H -0.91440 3.77163 1.58757
74 H -1.34211 4.51602 3.13904
75 H -2.28686 4.89179 1.67064
76 C 6.65856 -5.69810 3.39765
77 C 5.95105 -4.63031 2.60949
78 C 6.55855 -3.43420 2.30773
79 C 5.87514 -2.43429 1.60045
80 C 6.58107 -1.11217 1.41236
81 C 4.61372 -2.66415 1.02759
82 Se 3.74254 -1.43848 -0.05678
83 C 3.99502 -3.89186 1.31993
84 C 2.67424 -4.16446 0.64242
85 C 4.65807 -4.83306 2.09741
86 H 7.35800 -6.22785 2.75315
87 H 5.94984 -6.46800 3.76877
88 H 7.29824 -5.33642 4.17601
89 H 7.44326 -3.15905 2.81879
90 H 7.58227 -1.20790 1.83534
91 H 6.08107 -0.30085 1.94735
92 H 6.72169 -0.81638 0.35560
93 H 1.92274 -3.38002 0.89110
94 H 2.28367 -5.15176 0.97199
95 H 2.73623 -4.17147 -0.47364
96 H 4.15495 -5.80086 2.20404

Atoms 1-3, force components in eV/Å:
0.90 1.76 -0.42
0.26 -0.19 -0.41
-0.85 0.78 -0.21

---

No. 2
DFT (the ωB97M-V functional and the def2-TZVPD basis) results for a molecular structure, C2HN3O2S.

Computed properties:
Molar mass (g mol⁻¹): 131.12
LUMO level (eV): -2.11
Highest occupied orbital energy (eV): -9.63
Relative energy (zero: lowest compared OMol25 entry of this formula, charge and spin) (eV): 4.745
Frontier orbital gap (eV): 7.52

Element x y z (Å)
1 C -0.13616 -0.11279 -0.18734
2 C 0.73537 1.17414 1.15195
3 H 1.36488 1.68491 1.92647
4 N -0.52802 -1.42437 -0.86359
5 N 0.54649 -0.17554 0.88152
6 N -0.54562 1.10122 -0.60502
7 O 0.08675 -2.55747 -0.43021
8 O 0.14933 1.91791 0.20644
9 S -1.67301 -1.60801 -2.08022

Atoms 1-3, force components in eV/Å:
-3.27 -0.53 -3.32
0.26 -2.50 -0.86
-0.90 -0.79 -0.91

---

No. 3
DFT (the ωB97M-V functional and the def2-TZVPD basis) results for 2 unconnected molecules or ions with the total composition C37H42N7O.

Computed properties:
Molar mass (g mol⁻¹): 600.79
LUMO level (eV): -4.82
Net charge: +1
Highest occupied orbital energy (eV): -9.46
Relative energy (zero: lowest compared OMol25 entry of this formula, charge and spin) (eV): 0.000
Frontier orbital gap (eV): 4.64

Element x y z (Å)
1 C 0.27350 1.44949 4.32671
2 N 0.83111 1.08807 3.04450
3 C 0.65602 1.86474 1.93480
4 O -0.01499 2.89334 1.88317
5 C 1.40130 1.18987 0.78919
6 C 2.51353 2.07252 0.17950
7 C 1.94833 3.29910 -0.44204
8 C 0.99158 3.38866 -1.44998
9 N 0.66729 4.72175 -1.63284
10 C 1.41372 5.50907 -0.76659
11 C 1.41260 6.88751 -0.59010
12 C 2.25797 7.40613 0.40166
13 C 3.05043 6.55815 1.19953
14 C 3.05634 5.17101 1.01057
15 C 2.23776 4.64158 0.00767
16 N 1.91241 -0.03000 1.41753
17 C 2.61082 -0.94523 0.72047
18 C 3.14589 -2.09461 1.28740
19 C 3.86861 -3.05709 0.59750
20 C 4.36260 -4.28646 1.16817
21 C 5.06925 -5.22525 0.36469
22 C 5.57624 -6.40052 0.90421
23 C 5.38772 -6.69715 2.26147
24 C 4.67495 -5.80547 3.07103
25 C 4.15740 -4.62513 2.53919
26 C 1.59861 -0.13615 2.85205
27 C 2.85928 -0.10247 3.73129
28 C 0.72465 -1.35010 3.21842
29 H -0.22156 2.42051 4.24819
30 H -0.44893 0.69174 4.65424
31 H 1.07263 1.50281 5.07528
32 H 0.67218 0.93495 -0.00255
33 H 3.26338 2.34101 0.94845
34 H 3.04778 1.45387 -0.56748
35 H 0.50649 2.59372 -2.01169
36 H -0.01308 5.09142 -2.28847
37 H 0.77659 7.50477 -1.22137
38 H 2.29630 8.48361 0.55735
39 H 3.67959 6.98929 1.98001
40 H 3.67988 4.50719 1.61306
41 H 2.72385 -0.75241 -0.35068
42 H 2.97506 -2.24837 2.34704
43 H 4.01807 -2.88763 -0.47468
44 H 5.19939 -5.00604 -0.69725
45 H 6.11979 -7.10078 0.27132
46 H 5.78803 -7.61744 2.68274
47 H 4.51417 -6.03751 4.12458
48 H 3.57494 -3.95826 3.17890
49 H 3.43826 0.80817 3.52503
50 H 2.56687 -0.12169 4.78830
51 H 3.51204 -0.95833 3.54994
52 H -0.23304 -1.29448 2.68640
53 H 1.20086 -2.29773 2.96381
54 H 0.53208 -1.34896 4.29861
55 C 8.50622 7.56502 -2.01338
56 C 8.95397 6.33143 -2.51174
57 C 8.47601 5.13903 -1.97152
58 C 7.52706 5.15957 -0.91411
59 C 6.99085 3.93696 -0.34623
60 C 7.32307 2.62139 -0.61188
61 N 6.50906 1.87363 0.17059
62 C 6.50531 0.41334 0.26227
63 C 7.59759 -0.10254 1.20800
64 C 7.69764 -1.64283 1.26558
65 C 8.13498 -1.93770 2.71258
66 C 7.69280 -0.69809 3.53337
67 N 7.32628 0.28076 2.55467
68 N 5.67655 2.68260 0.87956
69 N 5.97685 3.92347 0.58321
70 C 7.07322 6.41022 -0.43242
71 C 7.56061 7.60010 -0.97269
72 H 8.89089 8.49548 -2.43415
73 H 9.67983 6.30408 -3.32638
74 H 8.81217 4.17400 -2.35785
75 H 8.04386 2.21474 -1.29239
76 H 5.51888 0.08650 0.63138
77 H 6.68402 0.02787 -0.75126
78 H 8.57921 0.27532 0.82915
79 H 6.70541 -2.07764 1.06663
80 H 8.39415 -2.03872 0.51839
81 H 7.70027 -2.86501 3.09815
82 H 9.22810 -2.03973 2.74951
83 H 6.82020 -0.95834 4.15824
84 H 8.48824 -0.36970 4.22382
85 H 7.23139 1.25488 2.81475
86 H 6.32568 6.42138 0.36541
87 H 7.20773 8.55727 -0.58653

Atoms 1-3, force components in eV/Å:
0.02 -0.26 0.44
0.04 0.29 -0.41
-1.10 1.15 0.17

---

No. 4
DFT (the ωB97M-V functional and the def2-TZVPD basis) results for a molecular structure, C6H34FeO20.

Computed properties:
Molar mass (g mol⁻¹): 482.16
LUMO level (alpha / beta) (eV): -1.13 / -1.13
<S²>: 6.0068
Highest occupied orbital energy (alpha / beta) (eV): -5.72 / -5.72
Relative energy (zero: lowest compared OMol25 entry of this formula, charge and spin) (eV): 0.000
Frontier orbital gap (alpha / beta) (eV): 4.58 / 4.58
2S+1: 5

Element x y z (Å)
1 Fe 0.45074 -0.02128 0.12229
2 C -2.25860 2.84467 0.22902
3 C -1.78483 1.87929 -0.77466
4 C -1.76953 2.40997 -2.27571
5 O -1.38380 1.65557 -3.23721
6 C -2.20241 3.74334 -2.62333
7 C -2.67378 4.50121 -1.64679
8 C -2.71168 4.10897 -0.16970
9 O -3.16395 4.87089 0.79771
10 O -3.11673 5.62440 -2.13178
11 O -1.31051 0.79251 -0.51394
12 H -2.23912 2.73783 1.30355
13 H -2.32002 3.85027 -3.69156
14 O -0.31113 -1.78740 -0.71367
15 H -0.19315 -2.73353 -0.62907
16 H -0.84671 -1.68170 -1.49993
17 O 1.39097 0.47216 -1.79301
18 H 2.27746 0.29928 -2.10997
19 H 0.97317 0.95991 -2.50279
20 O 2.70629 -3.63566 0.46613
21 H 3.51445 -3.92572 0.88916
22 H 2.61216 -4.21203 -0.29227
23 O -1.28268 -4.48112 -0.80775
24 H -1.17738 -5.19259 -0.17612
25 H -2.22485 -4.44407 -0.97263
26 O 4.29908 0.69469 -0.06390
27 H 5.02338 1.06770 0.43857
28 H 4.60312 0.71091 -0.97139
29 O -1.69755 -1.11289 -2.93551
30 H -2.43405 -1.18487 -2.32837
31 H -1.56717 -0.17084 -3.04402
32 O -3.72828 -1.67945 -1.37933
33 H -3.98012 -2.58310 -1.18898
34 H -4.41637 -1.14888 -0.97776
35 O 1.27222 1.88698 0.73703
36 H 2.13951 2.12983 1.06116
37 H 0.78417 2.71018 0.71743
38 O -0.43265 -3.45049 2.40389
39 H -0.13989 -3.90198 1.61226
40 H -1.25834 -3.87749 2.63225
41 O -1.10443 1.69839 4.01109
42 H -0.94768 2.64263 4.00273
43 H -1.97263 1.60271 4.40262
44 O 2.31976 -1.05239 0.42962
45 H 2.60735 -1.93947 0.21375
46 H 3.09835 -0.51019 0.30292
47 O -0.23657 -0.13446 2.20080
48 H -0.11821 -0.66896 2.98599
49 H -0.77441 0.60231 2.49086
50 O 4.49847 -1.88741 -1.74368
51 H 3.82561 -2.55094 -1.89605
52 H 4.60447 -1.45421 -2.59064
53 O 0.10350 -1.49779 4.34077
54 H -0.02397 -2.33250 3.88994
55 H -0.72474 -1.34108 4.79433
56 O 1.48257 1.06505 4.52557
57 H 0.62391 1.43776 4.72561
58 H 1.36387 0.12070 4.62725
59 O 0.98018 2.38930 -4.37363
60 H 0.84283 2.49089 -5.31547
61 H 0.13035 2.59417 -3.98370

Atoms 1-3, force components in eV/Å:
-0.40 -0.08 0.16
1.39 -2.23 -2.78
-1.66 6.00 0.75

---

No. 5
DFT (the ωB97M-V functional and the def2-TZVPD basis) results for 19 unconnected molecules or ions with the total composition H37O19.

Computed properties:
Molar mass (g mol⁻¹): 341.28
LUMO level (eV): 2.34
Net charge: -1
Highest occupied orbital energy (eV): -7.90
Relative energy (zero: lowest compared OMol25 entry of this formula, charge and spin) (eV): 7.525
Frontier orbital gap (eV): 10.24

Element x y z (Å)
1 O -3.49084 1.31895 0.64208
2 H -0.80261 0.39356 2.07134
3 H -2.65017 1.81118 0.97560
4 O -2.94873 -1.80243 1.83494
5 H 0.02165 -0.86159 -3.91121
6 H -2.27770 -1.73484 1.34423
7 O -2.34088 0.82662 -3.42142
8 H 0.99753 0.08938 0.50500
9 H -2.53788 2.85035 -3.48894
10 O 0.91654 2.51679 2.60870
11 H 1.25144 2.32430 3.45162
12 H 1.04893 1.67470 2.35113
13 O -1.96094 -1.06987 -0.64746
14 H -3.38929 0.66166 1.47599
15 H -1.53215 -0.25336 -0.58845
16 O 1.97093 -3.03822 1.06276
17 H 1.58871 -3.63503 0.49006
18 H 1.78005 -2.19959 0.90048
19 O -2.87093 3.44417 -2.75518
20 H 0.15585 0.80477 -2.37177
21 H -2.40833 3.16463 -2.05257
22 O 0.99219 0.09016 1.55259
23 H -0.38136 2.46404 -1.88939
24 O -0.73844 -4.27335 0.24064
25 H 1.27350 0.34304 3.90551
26 H -0.57813 -3.36622 -0.34911
27 O 0.40442 -2.30996 -1.24850
28 H 0.17644 -1.61268 -2.39239
29 H 0.91430 -3.05025 -1.43253
30 O 1.88525 3.44557 -1.21390
31 H 1.96968 2.55358 -0.70207
32 H 1.23952 3.00556 -1.88821
33 O -0.05553 -0.62217 -2.97859
34 H -2.38051 0.19304 -2.70144
35 H 3.00442 -0.66592 -4.23646
36 O 2.24772 0.47280 3.86810
37 H 1.58145 -0.36401 -3.72231
38 H 0.71807 -0.90188 1.62923
39 O 0.05165 1.61139 -1.65748
40 H -2.84206 0.42737 -4.07991
41 H -1.12492 -4.46852 1.01162
42 O 2.00335 -0.19807 -1.22289
43 H 1.42596 -0.82371 -1.55427
44 H 1.39936 0.56353 -1.00906
45 O 2.14742 -0.45106 -4.46058
46 H -1.46265 -1.77800 -0.39559
47 H 2.61144 -0.26065 3.46635
48 O 4.47642 0.48244 1.18738
49 H 4.05312 -0.28671 1.13634
50 H 3.79733 1.13286 0.96552
51 O -1.45680 0.95496 2.37451
52 H -0.88529 1.71629 2.57033
53 H -3.75804 -1.99256 1.33278
54 O -0.91204 -0.13255 4.65397
55 H -0.58044 0.87983 4.63661
56 H -1.73802 -0.06430 4.12631

Atoms 1-3, force components in eV/Å:
2.51 -0.81 3.99
1.94 -2.23 -1.23
-2.02 -0.81 -1.33

---

No. 6
DFT (the ωB97M-V functional and the def2-TZVPD basis) results for 2 unconnected molecules or ions with the total composition C4H9NO2.

Computed properties:
Molar mass (g mol⁻¹): 103.12
LUMO level (alpha / beta) (eV): 0.14 / 0.12
Highest occupied orbital energy (alpha / beta) (eV): -8.14 / -8.29
Relative energy (zero: lowest compared OMol25 entry of this formula, charge and spin) (eV): 6.884
Frontier orbital gap (alpha / beta) (eV): 8.29 / 8.41

Element x y z (Å)
1 C 2.66404 -0.96956 -0.17492
2 C 1.31733 -0.60391 0.39002
3 N 0.46126 1.16727 0.95136
4 O 0.95870 0.81350 -0.19499
5 O 0.55223 -1.37130 0.88920
6 H 3.39993 -0.20893 0.08775
7 H 2.95934 -1.95085 0.18597
8 H 2.59020 -1.00161 -1.26294
9 C -1.87736 0.22508 -0.82326
10 C -1.89740 0.82695 0.55774
11 H -1.14490 0.72940 -1.45714
12 H -2.84953 0.33713 -1.30900
13 H -1.63907 -0.83817 -0.79402
14 H -2.14516 1.88350 0.57423
15 H -2.50520 0.26291 1.26909
16 H -0.84443 0.69859 1.11094

Atoms 1-3, force components in eV/Å:
0.23 0.45 0.69
-0.02 -1.91 -2.77
0.32 2.90 0.36